{"formula": "C15H16N4O4S2", "method": "wB97M-V/def2-TZVPD", "gap_ev": 8.396, "smiles": "CCC(=O)Nc1nnc(SCC(=O)Nc2ccc3c(c2)OCCO3)s1", "homo_ev": -7.90, "lumo_energy_ev": 0.50, "symbols": ["C", "C", "C", "O", "N", "C", "N", "N", "C", "S", "C", "C", "O", "N", "C", "C", "C", "C", "C", "C", "O", "C", "C", "O", "S", "H", "H", "H", "H", "H", "H", "H", "H", "H", "H", "H", "H", "H", "H", "H", "H"], "coordinates": [[-2.5204, -4.0011, -0.3137], [-2.4220, -2.5100, 0.0132], [-1.0987, -1.9463, -0.4460], [-0.9508, -1.1844, -1.3730], [-0.0289, -2.4159, 0.2728], [1.2505, -1.9994, 0.0486], [2.2421, -2.3417, 0.8067], [3.3858, -1.7936, 0.4440], [3.2949, -1.0380, -0.5902], [4.6213, -0.0390, -1.1397], [4.8378, 0.8810, 0.4352], [3.4512, 1.2725, 0.9367], [3.0320, 0.9130, 2.0102], [2.7564, 2.0078, 0.0277], [1.3656, 2.1593, -0.0722], [0.8709, 3.0197, -1.0490], [-0.4863, 3.1070, -1.2711], [-1.3725, 2.3292, -0.5380], [-0.8792, 1.4884, 0.4636], [0.4852, 1.4164, 0.7015], [-1.7050, 0.6996, 1.2266], [-3.0667, 1.0558, 1.1223], [-3.4358, 1.3054, -0.3397], [-2.7097, 2.4068, -0.8331], [1.6647, -0.9429, -1.2732], [-3.4900, -4.3832, -0.0050], [-1.7485, -4.5726, 0.1964], [-2.4140, -4.1590, -1.3842], [-3.2194, -1.9717, -0.4997], [-2.5237, -2.3499, 1.0883], [-0.1620, -3.0026, 1.0847], [5.4629, 1.7419, 0.2038], [5.3245, 0.2342, 1.1628], [3.2653, 2.3247, -0.7876], [1.5533, 3.6030, -1.6486], [-0.8867, 3.7569, -2.0319], [0.8427, 0.7664, 1.4827], [-3.6388, 0.2279, 1.5446], [-3.2593, 1.9684, 1.7028], [-4.4927, 1.5534, -0.4466], [-3.1960, 0.4129, -0.9330]], "forces_ev_per_a": [[-0.07, 0.11, 0.04], [-0.06, -0.02, -0.15], [-0.37, -0.25, 0.45], [-0.14, 0.13, -0.32], [-0.17, -0.25, 0.23], [0.44, 0.70, -0.95], [-1.42, -0.85, 0.76], [1.40, 0.35, -0.11], [-0.66, 0.09, -0.76], [0.41, 0.05, -0.04], [-0.11, -0.34, -0.19], [0.51, 0.17, 0.01], [-0.14, -0.07, 0.15], [-0.04, 0.49, -0.23], [-0.34, 0.05, 0.15], [0.06, -0.07, 0.11], [-0.21, -0.23, 0.14], [0.10, -0.08, 0.03], [0.05, 0.26, -0.14], [-0.15, 0.02, 0.07], [0.39, -0.04, -0.09], [-0.45, 0.23, -0.30], [-0.08, -0.39, 0.38], [0.16, 0.29, -0.06], [0.87, -0.36, 0.78], [-0.04, -0.08, 0.01], [0.03, -0.10, 0.02], [0.02, -0.06, -0.08], [0.11, 0.08, 0.06], [-0.02, 0.06, 0.02], [-0.02, 0.06, -0.08], [0.03, 0.06, 0.03], [-0.11, 0.15, 0.00], [-0.05, -0.24, 0.16], [0.09, 0.09, -0.07], [-0.05, 0.08, -0.12], [0.04, -0.05, 0.06], [-0.01, 0.08, -0.04], [0.01, -0.12, -0.02], [0.07, -0.07, 0.04], [-0.06, 0.07, 0.03]]}

{"formula": "CH25O15", "method": "wB97M-V/def2-TZVPD", "gap_ev": 9.295, "de_lowest_kcal_mol": 127.4, "homo_ev": -6.77, "lumo_energy_ev": 2.53, "charge": -1, "symbols": ["C", "O", "O", "O", "H", "O", "H", "H", "O", "H", "H", "O", "H", "H", "O", "H", "H", "O", "H", "H", "O", "H", "H", "O", "H", "H", "O", "H", "H", "O", "H", "H", "O", "H", "H", "O", "H", "H", "O", "H", "H"], "coordinates": [[-0.2698, 0.0468, -0.2724], [-1.2973, 0.7367, -0.0943], [0.1227, -0.8041, 0.6905], [0.2888, 0.0570, -1.3319], [-0.3993, -0.7541, 1.5281], [2.6883, 0.3851, -0.3729], [1.7169, 0.3576, -0.5027], [2.5880, -0.2959, 0.2907], [-1.1358, 2.9354, 1.7327], [-0.9876, 3.7547, 1.1086], [-1.4826, 2.1557, 1.2100], [2.1424, 2.0729, -3.1935], [1.5800, 2.0151, -3.9732], [2.3118, 1.1987, -3.0040], [-1.2596, -0.4520, 3.4839], [-2.0809, 0.0672, 3.1587], [-0.3571, 0.0494, 3.6567], [-2.7580, 2.1050, -1.8686], [-2.1931, 1.6985, -1.2274], [-3.2650, 2.4155, -1.1124], [-0.4260, -3.1345, 2.6933], [-0.9157, -3.1524, 1.8581], [-0.7525, -2.1712, 2.8694], [-3.4948, -0.7160, 1.0168], [-2.7350, -0.2091, 0.6302], [-3.3558, -1.7919, 0.7448], [2.2754, -0.5113, 3.2699], [2.5427, -0.8539, 2.3963], [1.6614, 0.1024, 3.1245], [1.8167, -2.4887, -2.4888], [1.0512, -2.8601, -2.8809], [2.0354, -1.7557, -2.8976], [0.2892, 2.8052, -1.5180], [0.9896, 2.8566, -2.1632], [0.0980, 1.8072, -1.1161], [2.7473, -2.0300, 0.9004], [3.1813, -3.0295, 0.9387], [1.8603, -2.0170, 0.5709], [-1.6690, -0.5067, -2.8464], [-0.9198, -0.3378, -2.5018], [-2.2328, 0.2493, -2.5070]], "forces_ev_per_a": [[-3.21, -0.25, 1.06], [-1.32, 0.44, 2.03], [0.51, -0.75, 1.15], [2.88, -0.81, -1.91], [0.21, 0.43, -0.91], [-0.96, 0.16, 0.42], [0.91, 0.96, -1.37], [1.64, -0.46, 0.44], [-0.21, 1.44, -1.55], [-0.48, -2.99, 1.42], [0.88, 1.45, 0.10], [-0.10, 2.80, -1.80], [-0.08, 0.19, -0.02], [0.72, -3.12, 1.30], [0.97, 1.30, -0.37], [2.56, -0.58, 0.73], [-3.50, -0.78, -0.62], [-1.22, 0.57, 0.23], [2.41, -1.26, 0.06], [-1.41, 0.87, -0.53], [-1.50, 2.84, -0.39], [0.32, -1.00, -0.27], [1.07, -2.06, 0.83], [0.81, -4.16, -0.86], [-0.33, -0.67, -0.13], [-0.35, 4.95, 0.99], [3.79, -3.85, 0.87], [-0.14, -0.15, 0.37], [-3.57, 4.06, -1.11], [-0.39, -5.66, 3.83], [-1.08, -0.20, -0.62], [1.44, 5.76, -3.08], [-2.19, -2.06, 2.70], [0.40, -1.01, 0.19], [1.37, 4.29, -2.62], [3.26, -3.68, 1.01], [-2.36, 4.11, -0.36], [-1.10, -0.87, -0.48], [-9.90, -0.80, -3.66], [8.61, 1.76, 3.73], [0.64, -1.24, -0.83]]}

{"formula": "C45H93O31PS6", "method": "wB97M-V/def2-TZVPD", "gap_ev": 10.281, "de_lowest_kcal_mol": 0.0, "smiles": "CCOP(=O)(OCC)OCC.O=S1(=O)CCCC1.O=S1(=O)CCCC1.O=S1(=O)CCCC1.O=S1(=O)CCCC1.O=S1(=O)CCCC1.O=S1(=O)CCCC1.COC(=O)OC.COC(=O)OC.COC(=O)OC.COC(=O)OC.COC(=O)OC", "homo_ev": -10.11, "lumo_energy_ev": 0.17, "symbols": ["C", "C", "O", "P", "O", "O", "C", "C", "O", "C", "C", "H", "H", "H", "H", "H", "H", "H", "H", "H", "H", "H", "H", "H", "H", "H", "O", "S", "O", "C", "C", "C", "C", "H", "H", "H", "H", "H", "H", "H", "H", "O", "S", "O", "C", "C", "C", "C", "H", "H", "H", "H", "H", "H", "H", "H", "O", "S", "O", "C", "C", "C", "C", "H", "H", "H", "H", "H", "H", "H", "H", "O", "S", "O", "C", "C", "C", "C", "H", "H", "H", "H", "H", "H", "H", "H", "O", "S", "O", "C", "C", "C", "C", "H", "H", "H", "H", "H", "H", "H", "H", "O", "S", "O", "C", "C", "C", "C", "H", "H", "H", "H", "H", "H", "H", "H", "C", "O", "C", "O", "O", "C", "H", "H", "H", "H", "H", "H", "C", "O", "C", "O", "O", "C", "H", "H", "H", "H", "H", "H", "C", "O", "C", "O", "O", "C", "H", "H", "H", "H", "H", "H", "C", "O", "C", "O", "O", "C", "H", "H", "H", "H", "H", "H", "C", "O", "C", "O", "O", "C", "H", "H", "H", "H", "H", "H"], "coordinates": [[-2.9143, 0.7049, 2.5630], [-2.1468, -0.3261, 1.7458], [-1.0234, 0.1928, 1.0166], [0.2959, -0.6815, 0.9975], [0.9183, -0.9807, 2.2962], [-0.2142, -1.9654, 0.1236], [-0.1399, -3.3304, 0.6159], [-0.6550, -3.5771, 2.0231], [1.2257, 0.0436, -0.1239], [0.7812, 0.2951, -1.4357], [0.6035, 1.8188, -1.6221], [-3.4472, 1.4020, 1.9131], [-3.6484, 0.1060, 3.0971], [-2.2382, 1.2184, 3.2384], [-1.9311, -1.0630, 2.5242], [-2.7649, -0.7484, 0.9541], [-0.6908, -3.9002, -0.1290], [0.9205, -3.5833, 0.5300], [-0.4095, -4.6257, 2.1975], [-0.4751, -2.9230, 2.8721], [-1.7475, -3.4681, 1.9819], [1.5638, -0.0251, -2.1274], [-0.1646, -0.1744, -1.7083], [-0.1513, 2.1094, -0.8804], [1.4167, 2.4993, -1.4049], [0.1077, 2.0456, -2.5711], [0.4290, 5.0166, -7.8570], [0.6549, 5.2776, -6.4362], [1.9877, 4.9931, -5.9252], [-0.0936, 6.8342, -5.8719], [-1.4207, 6.5130, -5.1253], [-1.1420, 5.1866, -4.4209], [-0.5105, 4.2198, -5.4102], [-0.0929, 7.5431, -6.6941], [0.5951, 7.1379, -5.0780], [-1.7358, 7.3722, -4.5424], [-2.1345, 6.3652, -5.9402], [-2.1313, 4.8054, -4.1576], [-0.6127, 5.2916, -3.4737], [-1.3690, 3.8556, -5.9803], [-0.0268, 3.3200, -5.0366], [7.0254, -1.7737, 0.9903], [5.9685, -1.3459, 1.9091], [5.8264, 0.0661, 2.1996], [4.3247, -1.9679, 1.3644], [3.7377, -2.9564, 2.3648], [4.5715, -2.7617, 3.6740], [6.0179, -2.4321, 3.4232], [4.4276, -2.6100, 0.4883], [3.6485, -1.1780, 1.0378], [2.7526, -2.7730, 2.7814], [4.0342, -3.9467, 2.0235], [4.4384, -3.5615, 4.4038], [4.1497, -1.8926, 4.1928], [6.6058, -3.3486, 3.3195], [6.6547, -1.8887, 4.1236], [-7.2471, -1.7915, 0.9456], [-6.5770, -1.3917, 2.1540], [-5.1234, -1.3349, 2.1812], [-7.2391, 0.1955, 2.8589], [-7.8266, -0.0838, 4.2416], [-7.3221, -1.4328, 4.7808], [-7.2424, -2.3883, 3.5865], [-7.8730, 0.7182, 2.1442], [-6.3504, 0.8319, 2.8603], [-7.5840, 0.7253, 4.9243], [-8.8923, -0.2953, 4.1371], [-7.9384, -1.8592, 5.5756], [-6.4226, -1.2668, 5.3793], [-8.2639, -2.5802, 3.2523], [-6.7404, -3.3440, 3.7082], [-7.1068, 1.0020, -0.5974], [-6.1454, 0.4958, -1.5818], [-6.4032, -0.6411, -2.4734], [-5.6139, 1.7712, -2.7645], [-4.0488, 1.6220, -2.7946], [-3.5359, 1.1084, -1.4247], [-4.5440, 0.3193, -0.6814], [-5.7816, 2.7564, -2.3256], [-6.0347, 1.6896, -3.7594], [-3.7480, 0.7812, -3.4297], [-3.5323, 2.4821, -3.2037], [-3.2901, 2.0167, -0.8646], [-2.6107, 0.5419, -1.5390], [-4.7074, 0.6595, 0.3391], [-4.5223, -0.7679, -0.5880], [0.1613, -1.8894, -5.2602], [1.1855, -1.3875, -6.1306], [1.4407, -2.0345, -7.3892], [0.9164, 0.3690, -6.3883], [1.8512, 1.1129, -5.4003], [3.1703, 0.2527, -5.4118], [2.7627, -1.2105, -5.2726], [-0.1541, 0.5674, -6.4041], [1.2399, 0.5326, -7.4189], [2.0339, 2.1573, -5.6331], [1.4681, 0.9532, -4.3899], [3.7391, 0.7105, -4.6020], [3.6928, 0.4282, -6.3523], [2.6640, -1.5722, -4.2455], [3.3774, -2.0186, -5.6729], [-0.5274, -0.2009, 7.9183], [-0.3994, -0.1308, 6.4723], [-1.4818, 0.4497, 5.7141], [1.2347, 0.5946, 5.9108], [2.2707, -0.4812, 5.9884], [1.5905, -1.8466, 6.3132], [0.1118, -1.7706, 5.9903], [1.4141, 1.3596, 6.6680], [1.0622, 1.0721, 4.9486], [2.8379, -0.6316, 5.0680], [3.0440, -0.3024, 6.7341], [1.6587, -1.9446, 7.4013], [2.0316, -2.7691, 5.9408], [-0.5101, -2.4712, 6.5486], [-0.1087, -1.9611, 4.9371], [6.4681, -2.3733, -2.7957], [5.8643, -1.1158, -2.5922], [4.5791, -1.0538, -2.2014], [3.8816, -2.0107, -2.0789], [4.3501, 0.1555, -1.6636], [5.2692, 1.2365, -1.6923], [7.4967, -2.1804, -3.1221], [6.0826, -2.8826, -3.6790], [6.6637, -3.0125, -1.9363], [6.2700, 1.0059, -1.3380], [4.8952, 2.0554, -1.0764], [5.2618, 1.6796, -2.6904], [-2.9024, -6.1580, 4.2949], [-3.7455, -5.0302, 4.4646], [-3.1556, -3.8687, 4.7514], [-2.0141, -3.7472, 5.1532], [-4.0200, -2.9147, 4.6800], [-3.7056, -1.5723, 5.0497], [-2.0544, -6.0958, 4.9812], [-2.5124, -6.1880, 3.2794], [-3.3649, -7.1040, 4.5648], [-4.5560, -0.9332, 4.8707], [-2.7517, -1.1797, 4.7012], [-3.5160, -1.6416, 6.1262], [2.8762, 1.8234, 1.5233], [1.6351, 2.4830, 1.3103], [1.0245, 3.0177, 2.3542], [1.4033, 2.9106, 3.4978], [-0.1090, 3.5832, 1.9783], [-0.9955, 4.1248, 2.9374], [3.2250, 1.5516, 0.5317], [2.7745, 0.9300, 2.1394], [3.6677, 2.3993, 2.0053], [-0.4520, 4.8118, 3.5936], [-1.5282, 3.3411, 3.4563], [-1.6636, 4.8549, 2.4786], [-0.1626, -8.5908, -3.8123], [-0.1787, -7.3962, -3.0166], [0.8130, -6.5516, -3.2309], [1.7500, -6.6423, -3.9723], [0.5646, -5.4762, -2.4767], [1.5385, -4.4430, -2.4687], [-1.1851, -8.9096, -4.0222], [0.2067, -9.4449, -3.2462], [0.3291, -8.3261, -4.7434], [1.4787, -3.8200, -3.3633], [2.5488, -4.8519, -2.4689], [1.3439, -3.8235, -1.6008], [4.4348, 8.2265, -1.9316], [3.5407, 7.1136, -1.9942], [2.5549, 7.1098, -2.8931], [2.3546, 7.9553, -3.7074], [1.7227, 6.0904, -2.6799], [2.0735, 4.9332, -1.9622], [5.0338, 8.3055, -2.8374], [5.1457, 7.8954, -1.1744], [3.9573, 9.1498, -1.6199], [1.8492, 4.0387, -2.5464], [1.3801, 4.7765, -1.1291], [3.1015, 4.8786, -1.6160]], "forces_ev_per_a": [[0.20, -0.03, -1.01], [-1.16, 0.11, 0.22], [0.86, 0.56, 0.62], [-0.12, -0.88, -2.42], [0.18, 0.39, -0.59], [-0.02, 0.69, 1.24], [1.16, 1.05, 0.14], [-1.67, -0.27, -0.66], [-0.66, -0.98, 2.25], [0.39, 1.78, -1.36], [-1.70, -0.30, 0.82], [0.11, 0.23, 0.15], [0.02, 0.41, 0.11], [-0.06, 0.06, 0.20], [0.82, -0.41, -0.64], [-0.23, -0.34, 0.45], [-0.07, -0.15, 0.19], [-0.05, -0.32, 0.16], [-0.12, 0.07, 0.55], [1.23, -0.03, -0.29], [-0.11, -0.53, -0.17], [-0.04, -0.48, 0.22], [0.12, -0.31, 0.30], [-0.01, 0.05, 0.04], [0.56, -0.58, -0.22], [0.44, -0.07, -0.21], [0.00, 0.74, 1.18], [-1.06, -2.48, -0.25], [-0.60, 0.87, -0.01], [0.89, 0.03, 1.14], [1.30, -0.27, -2.26], [-1.09, -0.14, 1.02], [-0.39, 0.66, -0.60], [-0.18, -0.02, 0.00], [0.30, 0.36, -0.35], [0.08, -0.20, 0.35], [-0.47, -0.14, 0.36], [0.07, -0.28, 0.24], [0.32, 0.23, -0.23], [0.45, 0.15, -0.75], [0.42, 0.37, 0.27], [-0.96, 0.50, 0.71], [-0.12, -1.57, -0.86], [0.15, -0.57, 0.36], [-0.69, -0.65, -1.08], [2.34, 0.39, 2.12], [-0.44, 1.25, 1.37], [0.93, 0.09, -0.71], [0.73, 0.60, -0.37], [0.25, 0.37, 0.43], [-0.54, -0.34, -1.15], [-1.02, -0.26, -0.06], [0.16, -0.28, -0.29], [-0.11, 0.00, -0.12], [-0.02, 0.11, -1.07], [-0.83, 0.39, 0.47], [0.23, 0.09, 0.10], [-0.86, -0.13, 1.53], [-0.60, -0.05, -0.04], [1.06, 0.08, -0.69], [-0.39, -0.97, -0.35], [0.93, -0.12, 0.52], [0.12, 0.72, -0.48], [-0.40, -0.55, -0.05], [0.13, -0.13, 0.45], [-0.42, 0.06, 0.05], [-0.19, 0.91, 0.01], [-0.64, 0.14, -0.40], [0.50, -0.32, -0.73], [-0.02, -0.09, -0.06], [0.35, 0.19, 0.02], [0.54, -0.60, -1.22], [-0.38, 0.25, -0.63], [0.11, 0.82, 1.61], [2.03, 0.79, 0.96], [-0.57, -2.28, -0.38], [1.21, 1.59, -0.20], [-2.25, -0.79, 0.20], [-0.51, -0.06, -0.03], [-0.39, -0.31, 0.20], [-0.55, 0.24, -0.60], [-0.02, 0.34, 0.37], [0.11, -0.29, 0.40], [0.04, 0.15, -0.12], [-0.20, 0.20, -0.15], [0.80, -0.05, -0.39], [-0.19, -0.26, 0.41], [0.33, 0.58, 0.00], [-0.11, -0.05, -0.11], [0.40, 0.54, -0.67], [-0.15, -2.13, -0.29], [-0.60, 1.06, -0.30], [0.04, -0.76, 0.74], [0.00, 0.02, 0.53], [0.18, 0.10, 0.04], [-0.09, 0.04, -0.01], [-0.26, 0.57, 0.06], [0.49, -0.72, 0.07], [0.11, -0.05, 0.02], [-0.50, 0.56, 0.17], [0.38, 0.58, -0.59], [0.24, 0.50, -0.55], [1.65, -0.41, -0.06], [-0.08, -0.06, -0.16], [-1.29, 0.84, 1.22], [0.81, -1.72, -0.64], [-0.40, 0.36, 1.53], [-0.75, -0.64, -0.57], [0.04, 0.22, -0.22], [0.04, -0.18, -0.03], [-0.34, 0.53, -0.27], [-0.21, 0.23, 0.15], [-0.08, -0.15, 0.01], [0.23, 0.31, -0.52], [0.15, 0.05, 0.05], [0.09, 0.35, -0.03], [1.66, -0.52, -1.40], [-0.02, 0.50, -0.16], [2.74, 0.16, 1.83], [-1.29, -0.03, -0.45], [-1.47, -0.32, 0.00], [0.18, 0.92, -0.62], [-0.12, 0.59, 0.09], [-0.67, -0.28, 0.46], [-1.08, 0.17, 0.35], [-0.04, -0.39, -0.19], [-0.39, -0.49, 0.36], [0.47, -0.30, -0.16], [1.38, -0.19, 0.54], [-0.71, -0.18, -0.42], [1.61, -0.54, 1.41], [-0.21, -0.05, -0.59], [-1.91, 0.79, -1.37], [1.25, -0.63, 1.96], [0.06, 0.26, -0.15], [-0.14, -0.05, -0.09], [-0.79, 0.35, -0.25], [0.05, -0.14, -0.40], [-0.28, -0.24, -0.73], [-0.26, 0.42, 0.12], [0.88, -0.53, 0.20], [-0.14, 0.71, -0.49], [0.07, -0.88, 1.49], [0.03, 0.31, -0.11], [-0.29, 0.22, -1.56], [0.56, 1.31, 0.65], [-0.12, -0.15, 0.02], [-0.35, -0.05, -0.13], [-0.43, 0.59, 0.02], [0.19, -0.70, 0.51], [-0.05, -0.02, 0.25], [-0.21, -0.71, -0.71], [-0.66, 0.03, -0.14], [-0.47, -0.90, 0.06], [0.05, 1.37, 0.21], [0.21, -0.61, -0.28], [-0.35, -0.08, 0.48], [0.58, 0.24, -0.58], [-0.18, 0.66, -0.01], [0.85, 0.29, -0.12], [0.33, -0.68, 0.02], [-0.30, -0.06, -0.03], [-0.05, -0.05, 0.30], [0.04, -0.08, 0.04], [0.90, -0.78, 0.17], [0.03, -0.17, 0.13], [0.14, 0.04, 1.06], [-0.16, 0.34, -0.52], [-0.30, 0.16, -0.81], [-0.43, -1.34, 0.68], [-0.45, 0.32, -0.26], [-0.10, 0.30, 0.19], [-0.19, -0.01, -0.27], [0.34, 0.39, -0.69], [0.23, 0.63, 0.27], [-0.02, 0.31, -0.05]]}

{"formula": "ClCu", "method": "wB97M-V/def2-TZVPD", "gap_ev": [9.913, 6.753], "s_squared": 0.763, "multiplicity": 2, "de_lowest_kcal_mol": 15.3, "homo_ev": [-17.57, -17.16], "lumo_energy_ev": [-7.66, -10.40], "charge": 1, "symbols": ["Cu", "Cl"], "coordinates": [[1.0768, 0.6771, 0.3041], [-1.0768, -0.6771, -0.3041]], "forces_ev_per_a": [[-0.60, -0.38, -0.17], [0.60, 0.38, 0.17]]}